[1]
{"formula": "C4H7NO3S", "method": "ωB97M-V/def2-TZVPD", "symbols": ["C", "C", "C", "C", "O", "S", "N", "O", "O", "H", "H", "H", "H", "H", "H", "H"], "positions_angstrom": [[-3.132, 1.259, -0.129], [-2.268, 0.563, 0.435], [-1.403, -0.681, 0.647], [-0.424, -0.653, -0.558], [0.341, 0.558, -0.796], [1.667, 0.588, 0.212], [2.899, -0.366, -0.586], [2.033, 2.047, 0.353], [1.488, -0.149, 1.502], [-3.796, 2.097, -0.194], [-1.953, -1.551, 0.620], [-0.955, -0.722, 1.691], [-1.190, -0.610, -1.456], [0.078, -1.619, -0.713], [3.307, -0.900, 0.235], [3.311, 0.139, -1.262]], "lowdin_charge": [0.104, -0.099, -0.176, -0.249, -0.239, 0.728, -0.033, -0.320, -0.330, 0.021, 0.080, 0.123, 0.160, 0.121, 0.107, 0.003], "orbital_gap_ev": 10.58, "lumo_ev": 0.41, "total_charge": 0, "spin_multiplicity": 1}

=====

[2]
{"formula": "C6H13PS3", "method": "ωB97M-V/def2-TZVPD", "symbols": ["C", "C", "C", "C", "C", "C", "P", "S", "S", "S", "H", "H", "H", "H", "H", "H", "H", "H", "H", "H", "H", "H", "H"], "positions_angstrom": [[-2.570, 0.561, -1.008], [-1.443, 0.804, -0.363], [-1.455, 1.797, 0.797], [0.614, -2.162, 0.066], [-0.168, 0.132, -0.800], [0.507, -0.691, 0.225], [3.092, 0.170, 0.061], [3.274, 2.031, -0.413], [4.208, -0.267, 1.865], [4.097, -1.184, -1.334], [-2.577, -0.061, -1.917], [-3.569, 0.837, -0.552], [-1.370, 2.762, 0.247], [-2.429, 1.756, 1.274], [-0.635, 1.637, 1.446], [1.354, -2.597, 0.872], [-0.411, -2.532, 0.223], [0.972, -2.454, -1.003], [-0.437, -0.432, -1.764], [0.603, 0.812, -1.048], [0.529, -0.233, 1.121], [3.179, 0.039, 2.507], [4.860, -1.967, -0.569]], "lowdin_charge": [0.023, -0.367, -0.037, -0.116, -0.203, -0.189, -0.266, 0.068, 0.357, 0.299, 0.065, 0.087, 0.104, 0.076, 0.052, 0.116, 0.089, 0.109, 0.147, 0.057, 0.039, -0.288, -0.220], "orbital_gap_ev": [7.00, 7.00], "lumo_ev": [-1.05, -1.06], "total_charge": 0, "spin_multiplicity": 1}

=====

Taking the records one at a time from the top gives energy above the lowest of the compared OMol25 structures with the same formula, charge and spin values of 355.30, 101.66 kJ/mol.